{"formula": "C18H11ClFIrN4O8", "method": "ωB97M-V/def2-TZVPD", "species": ["Ir", "O", "C", "O", "C", "C", "C", "N", "C", "C", "C", "O", "O", "H", "H", "H", "F", "C", "C", "N", "C", "C", "O", "O", "C", "O", "N", "C", "O", "H", "H", "H", "H", "Cl", "C", "C", "C", "C", "N", "C", "H", "H", "H", "H"], "xyz": [[-0.626, -1.453, -1.328], [-3.344, 4.981, -1.227], [-3.484, 3.896, -0.694], [-4.336, 3.760, 0.285], [-2.913, 2.617, -1.191], [-1.988, 2.566, -2.295], [-1.332, 1.383, -2.535], [-1.645, 0.272, -1.815], [-2.707, 0.245, -0.985], [-3.293, 1.424, -0.614], [-3.233, -1.113, -0.467], [-4.173, -1.173, 0.260], [-2.503, -2.065, -0.853], [-1.761, 3.478, -2.867], [-0.501, 1.372, -3.254], [-4.011, 1.302, 0.213], [4.651, -0.634, -0.776], [3.328, -0.298, -0.259], [2.013, -1.655, 0.853], [0.712, -1.552, 1.480], [0.018, -2.942, 1.684], [0.118, -3.767, 0.381], [0.183, -4.963, 0.461], [0.283, -3.045, -0.721], [0.228, -0.448, 2.112], [-0.751, -0.454, 2.804], [0.596, 1.168, 0.357], [2.785, 1.041, -0.761], [3.271, 2.078, -0.820], [2.346, -2.680, 1.069], [-1.082, -2.682, 1.924], [0.480, -3.499, 2.518], [0.596, 2.176, 0.224], [0.496, 2.176, 2.727], [1.031, 0.859, 1.775], [2.561, 0.618, 2.007], [3.100, -0.544, 1.243], [2.244, -1.400, -0.662], [1.136, -0.634, -1.314], [1.296, 0.720, -0.795], [2.743, 0.669, 3.089], [3.953, -1.061, 1.638], [2.531, -2.205, -1.353], [0.984, 1.468, -1.521]], "s_squared": 6.0201, "energy_ev": -59257.20489, "e_lumo_ev": [-2.07, -4.01], "relative_energy_ev": 3.996, "multiplicity": 5, "gap_ev": [7.357, 5.843], "charge": 0}

{"formula": "C18H25As2Cl2N3O3RuS2", "method": "ωB97M-V/def2-TZVPD", "species": ["Ru", "Cl", "C", "C", "C", "C", "C", "Cl", "C", "S", "H", "H", "H", "C", "As", "C", "C", "C", "C", "C", "C", "C", "As", "C", "C", "H", "H", "H", "H", "H", "H", "H", "H", "H", "H", "H", "H", "H", "H", "H", "H", "C", "N", "C", "N", "S", "H", "H", "H", "H", "H", "H", "O", "N", "O", "O"], "xyz": [[0.819, 0.799, 0.420], [2.853, -0.499, 1.120], [2.304, -1.248, 2.618], [3.233, -1.964, 3.342], [2.826, -2.551, 4.531], [1.519, -2.414, 4.969], [0.608, -1.688, 4.220], [-1.009, -1.534, 4.795], [0.982, -1.080, 3.014], [-0.216, -0.163, 2.102], [4.253, -2.051, 2.993], [3.536, -3.113, 5.122], [1.196, -2.865, 5.896], [0.145, 3.421, 2.989], [-0.328, 2.846, 1.209], [0.197, 4.308, 0.057], [-2.244, 2.708, 1.209], [-3.012, 3.372, 2.157], [-4.396, 3.303, 2.077], [-5.004, 2.572, 1.067], [-4.234, 1.872, 0.147], [-2.848, 1.926, 0.222], [-1.672, 0.812, -0.826], [-1.908, 1.461, -2.646], [-2.600, -0.889, -0.853], [-0.189, 2.674, 3.705], [-0.314, 4.385, 3.206], [1.227, 3.528, 3.045], [-0.449, 5.167, 0.229], [0.135, 4.001, -0.985], [1.227, 4.569, 0.297], [-2.551, 3.956, 2.942], [-5.001, 3.824, 2.807], [-6.083, 2.528, 1.010], [-4.723, 1.269, -0.608], [-2.949, 1.326, -2.937], [-1.260, 0.914, -3.329], [-1.655, 2.519, -2.681], [-3.606, -0.760, -1.249], [-2.647, -1.282, 0.161], [-2.045, -1.583, -1.481], [3.043, -5.438, -4.907], [2.971, -4.656, -3.672], [2.658, -3.378, -3.629], [2.243, -2.719, -4.698], [2.818, -2.505, -2.144], [3.323, -6.454, -4.650], [3.796, -5.022, -5.577], [2.071, -5.469, -5.401], [3.182, -5.111, -2.797], [2.034, -3.185, -5.568], [2.094, -1.721, -4.641], [1.649, 0.166, -3.310], [1.421, 0.321, -2.137], [0.874, -0.595, -1.431], [1.704, 1.394, -1.521]], "s_squared": 6.0279, "energy_ev": -200640.44976, "e_lumo_ev": [-5.66, -8.62], "relative_energy_ev": 0.488, "multiplicity": 5, "gap_ev": [6.930, 5.406], "charge": 2}

{"formula": "C18H37F4N6O5", "method": "ωB97M-V/def2-TZVPD", "species": ["N", "C", "N", "C", "N", "C", "O", "C", "C", "F", "F", "C", "F", "F", "N", "H", "H", "H", "H", "H", "H", "H", "C", "O", "C", "C", "N", "C", "C", "O", "C", "H", "H", "H", "H", "H", "H", "H", "H", "H", "H", "H", "H", "H", "H", "H", "C", "O", "C", "C", "N", "C", "C", "O", "C", "H", "H", "H", "H", "H", "H", "H", "H", "H", "H", "H", "H", "H", "H", "H"], "xyz": [[2.886, 5.385, 2.892], [1.708, 5.558, 2.290], [0.696, 4.581, 2.069], [-0.500, 5.283, 2.660], [-0.790, 4.755, 3.986], [-1.949, 4.341, 4.116], [-3.049, 4.095, 4.336], [-0.132, 6.801, 2.495], [-0.255, 7.822, 3.644], [0.960, 8.240, 4.069], [-0.902, 7.347, 4.706], [-1.053, 9.092, 3.158], [-0.745, 10.099, 3.977], [-2.354, 8.806, 3.340], [1.218, 6.747, 1.833], [2.889, 5.249, 3.895], [3.751, 5.443, 2.373], [0.462, 4.663, 1.078], [-1.367, 5.115, 2.018], [-0.784, 7.187, 1.704], [-0.861, 9.350, 2.113], [1.867, 7.497, 2.072], [-0.547, -1.792, 1.486], [0.830, -2.039, 1.689], [1.494, -2.588, 0.553], [2.430, -1.575, -0.077], [1.691, -0.500, -0.735], [2.509, 0.643, -1.129], [3.244, 1.422, -0.039], [2.399, 2.151, 0.845], [1.835, 1.385, 1.902], [-0.992, -1.582, 2.458], [-0.713, -0.922, 0.838], [-1.048, -2.663, 1.056], [0.784, -2.986, -0.175], [2.094, -3.426, 0.917], [3.057, -2.080, -0.818], [3.084, -1.194, 0.718], [0.965, -0.175, -0.111], [1.844, 1.344, -1.641], [3.241, 0.308, -1.869], [3.857, 2.175, -0.543], [3.941, 0.797, 0.530], [2.504, 0.596, 2.247], [0.876, 0.963, 1.596], [1.639, 2.062, 2.734], [-0.295, -3.244, -2.589], [-0.587, -4.380, -1.794], [-1.934, -4.446, -1.337], [-2.708, -5.542, -2.042], [-2.959, -5.207, -3.438], [-3.463, -6.317, -4.247], [-2.589, -7.560, -4.405], [-1.410, -7.361, -5.163], [-0.317, -6.811, -4.452], [0.787, -3.187, -2.700], [-0.737, -3.324, -3.587], [-0.642, -2.325, -2.109], [-2.437, -3.479, -1.433], [-1.889, -4.693, -0.272], [-3.666, -5.684, -1.533], [-2.130, -6.469, -1.939], [-2.101, -4.874, -3.855], [-3.646, -5.917, -5.247], [-4.436, -6.622, -3.848], [-3.176, -8.290, -4.969], [-2.354, -8.036, -3.446], [-0.294, -7.144, -3.412], [-0.327, -5.719, -4.500], [0.597, -7.148, -4.942]], "energy_ev": -49302.11651, "e_lumo_ev": -5.87, "gap_ev": 3.982, "charge": 1}

{"formula": "H12O6", "method": "ωB97M-V/def2-TZVPD", "species": ["H", "H", "H", "H", "H", "H", "H", "H", "H", "H", "H", "H", "O", "O", "O", "O", "O", "O"], "xyz": [[2.534, -0.577, 0.945], [1.234, 0.085, 0.520], [0.702, -3.115, 0.790], [-0.251, -2.062, 0.249], [1.988, -0.039, -2.014], [2.973, -1.166, -1.749], [-2.099, -0.571, 1.158], [-1.653, 0.528, 0.207], [-2.155, 0.838, -1.786], [-1.823, 0.765, -3.267], [-0.509, 2.885, 3.786], [-0.117, 2.250, 2.462], [1.895, -0.551, 0.224], [0.128, -2.924, 0.040], [2.920, -0.207, -1.832], [-1.608, 0.258, 1.131], [-2.567, 0.821, -2.657], [-0.871, 2.625, 2.931]], "energy_ev": -12478.63144, "smiles": "O.O.O.O.O.O", "e_lumo_ev": -0.18, "relative_energy_ev": 2.482, "gap_ev": 10.018, "charge": 0}